The following is a DFT calculation (the ωB97M-V functional and the def2-TZVPD basis) of a 4-piece molecular cluster, C24H60N4O8 overall in a non-equilibrium geometry.

Bonds (Å) are listed after each position.
Geometry (Å):
1 C 0.323 -4.382 2.228  O2 1.417, H10 1.083, H11 1.097, H12 1.101
2 O -0.664 -4.748 1.280  C1 1.417, C3 1.414
3 C -1.909 -4.119 1.515  O2 1.414, C4 1.514, H13 1.093, H14 1.096
4 C -2.740 -4.599 2.685  C3 1.514, N5 1.465, H15 1.090, H16 1.104
5 N -3.294 -5.953 2.617  C4 1.465, C6 1.446, H17 1.008
6 C -3.833 -6.406 3.879  N5 1.446, C7 1.554, H18 1.087, H19 1.099
7 C -3.940 -7.956 3.851  C6 1.554, O8 1.402, H20 1.094, H21 1.096
8 O -4.239 -8.377 5.155  C7 1.402, C9 1.413
9 C -4.771 -9.686 5.163  O8 1.413, H22 1.096, H23 1.089, H24 1.095
10 H 1.273 -4.783 1.899  C1 1.083
11 H 0.029 -4.656 3.249  C1 1.097
12 H 0.322 -3.287 2.343  C1 1.101
13 H -2.513 -4.251 0.614  C3 1.093
14 H -1.765 -3.041 1.649  C3 1.096
15 H -3.473 -3.823 2.905  C4 1.090
16 H -2.058 -4.673 3.550  C4 1.104
17 H -2.648 -6.557 2.132  N5 1.008
18 H -4.812 -5.983 4.089  C6 1.087
19 H -3.103 -6.220 4.680  C6 1.099
20 H -3.005 -8.335 3.426  C7 1.094
21 H -4.773 -8.130 3.160  C7 1.096
22 H -5.658 -9.839 4.538  C9 1.096
23 H -5.089 -9.910 6.181  C9 1.089
24 H -4.010 -10.394 4.820  C9 1.095
25 C -3.278 10.614 0.704  O26 1.413, H34 1.093, H35 1.096, H36 1.088
26 O -2.312 9.619 0.972  C25 1.413, C27 1.429
27 C -2.349 8.465 0.129  O26 1.429, C28 1.509, H37 1.104, H38 1.092
28 C -1.208 7.558 0.519  C27 1.509, N29 1.472, H39 1.090, H40 1.092
29 N 0.068 8.277 0.657  C28 1.472, C30 1.464, H41 1.014
30 C 0.743 8.691 -0.574  N29 1.464, C31 1.533, H42 1.091, H43 1.097
31 C 0.944 7.645 -1.677  C30 1.533, O32 1.421, H44 1.095, H45 1.099
32 O 1.725 6.543 -1.238  C31 1.421, C33 1.434
33 C 2.321 5.884 -2.363  O32 1.434, H46 1.089, H47 1.098, H48 1.087
34 H -4.300 10.235 0.615  C25 1.093
35 H -2.993 11.115 -0.228  C25 1.096
36 H -3.231 11.284 1.560  C25 1.088
37 H -2.048 8.933 -0.824  C27 1.104
38 H -3.300 7.949 -0.014  C27 1.092
39 H -1.007 6.845 -0.281  C28 1.090
40 H -1.413 6.968 1.415  C28 1.092
41 H -0.173 9.156 1.101  N29 1.014
42 H 1.764 8.974 -0.315  C30 1.091
43 H 0.147 9.511 -0.994  C30 1.097
44 H 1.355 8.158 -2.553  C31 1.095
45 H 0.020 7.188 -2.058  C31 1.099
46 H 2.880 6.648 -2.901  C33 1.089
47 H 1.508 5.467 -2.972  C33 1.098
48 H 2.860 5.017 -1.991  C33 1.087
49 C 4.348 -0.031 -1.258  O50 1.426, H58 1.088, H59 1.094, H60 1.092
50 O 3.954 -0.679 -2.465  C49 1.426, C51 1.407
51 C 3.908 -2.067 -2.241  O50 1.407, C52 1.566, H61 1.092, H62 1.098
52 C 3.349 -2.821 -3.495  C51 1.566, N53 1.448, H63 1.089, H64 1.096
53 N 3.153 -4.230 -3.220  C52 1.448, C54 1.450, H65 1.010
54 C 1.940 -4.503 -2.475  N53 1.450, C55 1.513, H66 1.090, H67 1.100
55 C 1.752 -5.949 -2.070  C54 1.513, O56 1.416, H68 1.107, H69 1.101
56 O 2.950 -6.656 -1.806  C55 1.416, C57 1.396
57 C 2.758 -8.012 -1.535  O56 1.396, H70 1.089, H71 1.096, H72 1.103
58 H 4.272 1.046 -1.395  C49 1.088
59 H 5.390 -0.278 -1.037  C49 1.094
60 H 3.703 -0.348 -0.437  C49 1.092
61 H 3.450 -2.457 -1.329  C51 1.092
62 H 4.950 -2.411 -2.235  C51 1.098
63 H 4.141 -2.716 -4.234  C52 1.089
64 H 2.456 -2.318 -3.882  C52 1.096
65 H 3.246 -4.790 -4.054  N53 1.010
66 H 1.010 -4.040 -2.807  C54 1.090
67 H 2.147 -4.149 -1.455  C54 1.100
68 H 1.158 -6.542 -2.792  C55 1.107
69 H 1.139 -6.098 -1.168  C55 1.101
70 H 3.751 -8.362 -1.254  C57 1.089
71 H 2.279 -8.542 -2.367  C57 1.096
72 H 2.115 -8.181 -0.656  C57 1.103
73 C 0.996 4.415 2.360  O74 1.420, H82 1.094, H83 1.092, H84 1.089
74 O 0.027 3.725 1.584  C73 1.420, C75 1.429
75 C -0.174 4.298 0.291  O74 1.429, C76 1.525, H85 1.089, H86 1.095
76 C 0.236 3.366 -0.844  C75 1.525, N77 1.477, H87 1.092, H88 1.096
77 N -0.891 2.568 -1.368  C76 1.477, C78 1.480, H89 1.021
78 C -0.445 1.634 -2.426  N77 1.480, C79 1.531, H90 1.092, H91 1.090
79 C 0.399 0.455 -1.934  C78 1.531, O80 1.410, H92 1.100, H93 1.094
80 O -0.467 -0.466 -1.309  C79 1.410, C81 1.396
81 C 0.097 -1.734 -1.155  O80 1.396, H94 1.094, H95 1.097, H96 1.095
82 H 0.613 5.417 2.575  C73 1.094
83 H 1.963 4.473 1.856  C73 1.092
84 H 1.097 3.894 3.311  C73 1.089
85 H 0.321 5.264 0.196  C75 1.089
86 H -1.254 4.472 0.306  C75 1.095
87 H 1.127 2.784 -0.596  C76 1.092
88 H 0.357 4.032 -1.706  C76 1.096
89 H -1.228 1.959 -0.621  N77 1.021
90 H 0.167 2.189 -3.140  C78 1.092
91 H -1.342 1.220 -2.885  C78 1.090
92 H 1.087 0.921 -1.214  C79 1.100
93 H 1.044 0.022 -2.704  C79 1.094
94 H 0.078 -2.341 -2.065  C81 1.094
95 H -0.556 -2.334 -0.508  C81 1.097
96 H 1.058 -1.733 -0.630  C81 1.095

For the lowest unoccupied orbital energy, the calculation gives 0.709 eV. Its SMILES is COCCNCCOC.COCCNCCOC.COCCNCCOC.COCCNCCOC. For the relative energy (zero: lowest compared OMol25 entry of this formula, charge and spin), the calculation gives 6.3212 eV. For the orbital gap, the calculation gives 9.349 eV. For the calculated total energy, the calculation gives -1771.08853 a.u.